Entry 1:
{"formula": "C17H57AlClN19O11P", "method": "ωB97M-V/def2-TZVPD", "symbols": ["C", "C", "C", "C", "O", "Al", "Cl", "C", "C", "C", "C", "P", "N", "O", "H", "H", "H", "H", "H", "H", "H", "H", "H", "H", "H", "H", "H", "H", "H", "H", "H", "H", "H", "H", "H", "C", "O", "N", "N", "H", "H", "H", "H", "C", "O", "N", "N", "H", "H", "H", "H", "C", "O", "N", "N", "H", "H", "H", "H", "C", "O", "N", "N", "H", "H", "H", "H", "C", "O", "N", "N", "H", "H", "H", "H", "C", "O", "N", "N", "H", "H", "H", "H", "C", "O", "N", "N", "H", "H", "H", "H", "C", "O", "N", "N", "H", "H", "H", "H", "C", "O", "N", "N", "H", "H", "H", "H"], "xyz": [[-2.575, 1.261, 0.500], [-1.582, 1.131, 1.663], [-1.829, -0.131, 2.509], [-1.010, -1.377, 2.071], [-0.408, -1.234, 0.794], [1.352, -1.506, 0.777], [1.713, -3.548, 1.608], [1.976, -1.522, -1.121], [2.043, -0.175, -1.870], [2.008, -0.383, -3.394], [0.917, 0.784, -1.457], [2.575, 0.130, 2.033], [3.560, -0.861, 3.049], [1.484, 0.907, 3.080], [-2.271, 2.052, -0.196], [-3.578, 1.510, 0.870], [-2.647, 0.320, -0.056], [-1.661, 2.015, 2.310], [-0.565, 1.131, 1.265], [-1.622, 0.072, 3.565], [-2.896, -0.380, 2.435], [-0.254, -1.634, 2.825], [-1.695, -2.241, 2.053], [2.970, -2.004, -1.134], [1.292, -2.199, -1.664], [3.007, 0.293, -1.625], [2.773, -1.104, -3.712], [1.029, -0.784, -3.692], [2.173, 0.555, -3.940], [1.112, 1.227, -0.474], [-0.045, 0.259, -1.414], [0.821, 1.613, -2.172], [3.037, -1.307, 3.796], [4.292, -0.294, 3.465], [0.737, 0.336, 3.294], [6.807, 2.000, 2.911], [5.909, 1.188, 3.009], [6.602, 3.353, 2.937], [8.089, 1.586, 2.690], [7.338, 4.025, 2.834], [5.654, 3.662, 3.044], [8.234, 0.594, 2.642], [8.884, 2.185, 2.552], [-0.370, -2.542, 5.827], [-0.259, -1.541, 5.138], [0.509, -3.580, 5.734], [-1.391, -2.692, 6.721], [0.422, -4.425, 6.264], [1.218, -3.511, 5.024], [-2.050, -1.936, 6.790], [-1.513, -3.509, 7.286], [-2.775, -2.510, -1.865], [-3.706, -1.807, -1.436], [-2.887, -3.165, -3.061], [-1.624, -2.657, -1.204], [-2.143, -3.720, -3.440], [-3.737, -3.071, -3.584], [-1.454, -2.141, -0.330], [-0.871, -3.222, -1.553], [-7.799, -2.033, -0.885], [-8.861, -2.626, -0.769], [-7.724, -0.667, -0.929], [-6.597, -2.668, -0.989], [-6.857, -0.169, -1.012], [-8.583, -0.158, -0.854], [-6.597, -3.670, -0.951], [-5.724, -2.178, -1.092], [-1.889, 2.189, 6.176], [-2.779, 1.491, 6.641], [-2.079, 3.522, 5.914], [-0.651, 1.715, 5.887], [-1.375, 4.106, 5.506], [-2.989, 3.899, 6.100], [-0.493, 0.726, 6.010], [0.087, 2.269, 5.492], [10.016, 1.618, -0.254], [10.547, 1.593, 0.853], [10.719, 1.384, -1.401], [8.690, 1.876, -0.433], [10.294, 1.387, -2.309], [11.695, 1.179, -1.309], [8.137, 2.071, 0.384], [8.244, 1.926, -1.341], [6.056, 0.303, -2.064], [6.584, 1.326, -2.506], [6.605, -0.351, -1.005], [4.921, -0.221, -2.596], [6.257, -1.199, -0.600], [7.362, 0.170, -0.599], [4.482, 0.289, -3.340], [4.441, -1.005, -2.192], [-5.523, 0.034, -4.268], [-5.820, 0.867, -5.124], [-4.487, 0.179, -3.414], [-6.244, -1.116, -4.106], [-4.233, -0.553, -2.759], [-3.957, 1.030, -3.449], [-7.034, -1.258, -4.708], [-6.071, -1.767, -3.359], [-8.164, 2.600, -7.646], [-9.120, 3.121, -8.204], [-8.197, 2.116, -6.377], [-6.948, 2.453, -8.264], [-7.385, 1.684, -5.956], [-9.055, 2.204, -5.869], [-6.862, 2.797, -9.200], [-6.158, 2.039, -7.803]], "atomic_forces_ev_per_a": [[0.081, -0.023, 0.066], [-0.085, 0.102, 0.003], [0.033, 0.024, -0.208], [-0.252, -0.006, 0.001], [-0.021, -0.189, 0.240], [0.052, -0.008, -0.012], [-0.076, 0.029, -0.007], [-0.010, 0.151, 0.053], [-0.164, 0.035, 0.018], [0.021, -0.079, 0.084], [0.020, 0.060, -0.107], [0.151, -0.004, -0.021], [-0.208, 0.489, 0.127], [-0.119, -0.073, -0.071], [-0.039, -0.081, 0.065], [0.099, -0.078, -0.038], [0.038, 0.122, 0.034], [-0.011, -0.098, -0.106], [-0.081, -0.046, 0.109], [-0.053, -0.075, -0.095], [0.115, 0.087, 0.135], [-0.117, 0.170, -0.021], [0.152, 0.045, 0.001], [-0.174, -0.115, -0.071], [0.182, 0.030, 0.016], [-0.590, 0.076, 0.119], [-0.221, 0.041, -0.023], [0.154, 0.066, 0.012], [-0.070, -0.060, 0.024], [-0.060, -0.161, -0.068], [0.100, 0.071, 0.011], [0.035, -0.093, 0.100], [0.037, -0.275, -0.169], [0.085, -0.062, -0.084], [0.041, -0.012, 0.113], [0.031, -0.348, -0.369], [-0.295, 0.111, 0.332], [-0.042, -0.011, 0.124], [0.298, 0.254, 0.036], [0.018, -0.013, 0.007], [-0.001, -0.003, -0.030], [0.023, 0.008, 0.011], [0.056, -0.059, -0.022], [-0.062, -0.089, -0.166], [0.098, 0.305, 0.196], [0.128, 0.065, 0.054], [-0.016, 0.068, 0.077], [-0.038, -0.027, -0.041], [-0.060, -0.055, -0.065], [0.010, 0.003, 0.001], [-0.002, -0.010, -0.008], [0.167, -0.016, 0.049], [-0.249, -0.041, -0.254], [-0.094, -0.050, -0.007], [-0.247, -0.081, 0.181], [0.016, 0.020, -0.007], [0.015, 0.031, -0.013], [0.337, 0.154, -0.188], [-0.001, 0.008, -0.030], [-0.124, 0.042, 0.056], [0.061, 0.015, -0.024], [-0.008, 0.008, -0.002], [-0.058, 0.004, -0.281], [-0.001, 0.000, 0.019], [0.002, 0.003, 0.001], [-0.016, 0.001, 0.067], [0.351, -0.067, 0.192], [-0.055, -0.055, -0.056], [0.048, 0.036, 0.005], [-0.018, 0.071, 0.093], [0.148, -0.236, 0.186], [-0.010, -0.022, -0.054], [-0.007, -0.009, -0.025], [-0.001, -0.020, -0.180], [-0.051, -0.033, -0.139], [-0.186, 0.094, 0.132], [0.002, 0.035, -0.076], [0.093, 0.000, -0.021], [0.066, 0.039, -0.117], [-0.040, -0.019, 0.018], [-0.007, -0.013, 0.004], [0.060, -0.001, 0.020], [-0.134, -0.005, -0.001], [-0.236, -0.179, 0.014], [0.020, 0.101, -0.088], [0.142, 0.220, -0.337], [0.893, -0.014, -0.225], [-0.157, 0.108, 0.116], [0.102, -0.433, 0.351], [0.010, -0.025, 0.052], [-0.023, 0.055, 0.063], [-0.197, -0.024, 0.028], [0.032, 0.062, -0.080], [-0.029, -0.013, -0.004], [0.190, -0.105, -0.182], [0.139, 0.093, 0.213], [0.009, -0.018, -0.053], [-0.033, 0.019, 0.035], [-0.126, 0.068, 0.069], [-0.043, 0.031, 0.002], [0.044, -0.021, 0.012], [0.052, -0.027, -0.058], [0.044, -0.019, -0.074], [-0.059, -0.054, 0.211], [-0.005, 0.013, -0.012], [-0.003, 0.008, 0.004], [-0.011, 0.008, 0.028]], "lumo_energy_ev": 2.08, "energy_ev": -97814.3957, "total_charge": -1}


Entry 2:
{"formula": "C17H58BN3O14", "method": "ωB97M-V/def2-TZVPD", "symbols": ["N", "C", "C", "C", "C", "N", "B", "N", "O", "H", "H", "H", "H", "H", "H", "C", "O", "H", "H", "H", "H", "C", "O", "H", "H", "H", "H", "C", "O", "H", "H", "H", "H", "C", "O", "H", "H", "H", "H", "C", "O", "H", "H", "H", "H", "C", "O", "H", "H", "H", "H", "C", "O", "H", "H", "H", "H", "C", "O", "H", "H", "H", "H", "C", "O", "H", "H", "H", "H", "C", "O", "H", "H", "H", "H", "C", "O", "H", "H", "H", "H", "C", "O", "H", "H", "H", "H", "C", "O", "H", "H", "H", "H"], "xyz": [[-0.208, 2.421, -0.532], [-0.547, 1.474, -1.118], [-1.051, 0.348, -1.804], [-2.276, -0.204, -1.047], [-1.944, -1.398, -0.369], [-1.647, -2.366, 0.218], [-3.567, -0.345, -2.002], [-4.823, 0.294, -1.659], [-3.481, -1.010, -3.171], [-1.352, 0.692, -2.772], [-0.245, -0.350, -1.884], [-2.531, 0.493, -0.279], [-4.825, 0.491, -0.670], [-4.880, 1.207, -2.093], [-2.914, -1.777, -3.132], [2.296, 4.082, -2.711], [2.636, 2.719, -2.463], [3.153, 4.565, -3.173], [1.439, 4.142, -3.388], [2.053, 4.597, -1.780], [1.865, 2.316, -2.054], [0.336, -5.158, 1.543], [-0.804, -4.892, 2.364], [0.993, -5.865, 2.038], [0.018, -5.580, 0.586], [0.882, -4.229, 1.364], [-1.343, -4.261, 1.876], [-4.203, -4.907, 2.097], [-4.765, -3.603, 1.922], [-4.948, -5.522, 2.593], [-3.957, -5.356, 1.131], [-3.310, -4.866, 2.721], [-4.106, -3.063, 1.483], [-0.023, 2.495, -6.187], [0.227, 2.072, -4.840], [-1.091, 2.422, -6.371], [0.292, 3.532, -6.330], [0.504, 1.851, -6.893], [1.174, 2.144, -4.687], [2.844, -1.607, -1.299], [2.284, -0.313, -1.521], [2.075, -2.214, -0.828], [3.141, -2.081, -2.238], [3.709, -1.558, -0.634], [2.955, 0.237, -1.935], [3.325, -5.656, 4.343], [2.894, -6.411, 3.208], [2.505, -5.008, 4.630], [3.567, -6.305, 5.187], [4.197, -5.040, 4.105], [3.615, -6.987, 2.950], [-3.426, 3.988, -4.427], [-2.486, 3.643, -3.406], [-4.333, 4.338, -3.944], [-3.028, 4.778, -5.065], [-3.662, 3.112, -5.040], [-1.690, 3.338, -3.850], [2.434, -2.285, 3.328], [3.345, -1.851, 4.341], [2.729, -3.283, 3.016], [1.427, -2.310, 3.742], [2.459, -1.618, 2.464], [3.066, -0.979, 4.624], [-0.117, -3.938, 6.008], [-1.273, -4.017, 5.168], [-0.452, -3.877, 7.039], [0.504, -4.830, 5.896], [0.486, -3.053, 5.783], [-0.979, -4.091, 4.245], [4.111, -2.632, 7.644], [3.137, -3.179, 6.771], [3.745, -2.756, 8.660], [5.072, -3.148, 7.554], [4.266, -1.565, 7.456], [3.417, -3.065, 5.859], [-1.698, 7.189, -5.944], [-2.613, 6.496, -6.798], [-2.122, 7.177, -4.943], [-0.723, 6.697, -5.923], [-1.562, 8.224, -6.261], [-2.247, 6.501, -7.684], [-1.072, 0.203, 4.223], [-0.601, -1.140, 4.229], [-0.389, 0.787, 3.611], [-2.075, 0.272, 3.790], [-1.092, 0.625, 5.231], [-1.201, -1.665, 4.767], [1.322, 8.463, -4.098], [1.127, 8.792, -5.473], [0.338, 8.385, -3.645], [1.838, 7.506, -3.983], [1.887, 9.239, -3.576], [1.990, 8.865, -5.883]], "atomic_forces_ev_per_a": [[-0.346, -1.525, -1.007], [1.212, 3.136, 1.858], [-0.644, -0.378, -0.294], [-0.399, 0.113, -0.477], [1.055, -3.402, 2.109], [-0.750, 1.805, -1.232], [-0.598, 0.205, 0.178], [0.919, 0.198, 0.190], [-0.309, -0.242, -0.303], [-0.002, 0.021, -0.855], [0.398, -0.665, -0.298], [-0.272, 0.606, 0.572], [-0.169, 0.199, 0.288], [-0.535, 0.043, -0.443], [0.586, -0.123, -0.315], [-0.112, -0.183, 0.085], [0.024, 0.026, -0.308], [0.070, -0.048, -0.012], [0.001, 0.149, 0.022], [-0.018, 0.052, -0.029], [-0.139, -0.057, 0.284], [-0.227, 0.191, -0.099], [0.171, -0.036, 0.027], [-0.116, 0.028, 0.184], [0.067, 0.022, -0.029], [0.135, -0.025, -0.100], [-0.023, 0.113, -0.056], [0.024, 0.380, -0.122], [-0.085, -0.227, 0.048], [-0.071, 0.007, 0.023], [0.030, -0.076, 0.054], [-0.011, -0.134, 0.046], [0.117, 0.073, -0.041], [0.264, -0.074, 0.277], [-0.296, 0.143, -0.202], [-0.048, -0.028, 0.052], [-0.044, -0.004, -0.077], [-0.055, 0.045, -0.080], [0.096, -0.036, 0.188], [-0.017, 0.198, -0.040], [-0.087, -0.205, -0.016], [-0.039, -0.018, 0.026], [-0.005, -0.023, 0.009], [-0.010, -0.023, 0.013], [0.077, 0.151, -0.024], [0.077, -0.191, -0.149], [0.082, 0.190, 0.201], [-0.097, 0.030, 0.042], [-0.028, 0.017, 0.033], [-0.016, 0.026, 0.022], [0.067, -0.116, -0.064], [0.354, -0.135, 0.046], [-0.248, -0.070, -0.005], [-0.015, 0.009, 0.056], [-0.150, 0.012, -0.095], [-0.112, 0.071, -0.049], [0.263, -0.070, 0.056], [-0.153, 0.091, 0.167], [0.330, -0.161, -0.358], [0.075, 0.007, 0.003], [-0.129, -0.054, -0.230], [-0.018, -0.009, -0.027], [-0.059, 0.082, 0.146], [-0.149, -0.086, -0.446], [0.195, 0.403, 0.101], [-0.073, -0.005, 0.026], [0.047, 0.015, 0.074], [0.033, -0.047, 0.067], [-0.005, -0.263, 0.140], [-0.073, -0.065, -0.339], [-0.091, -0.377, 0.593], [-0.021, -0.002, 0.040], [0.019, 0.027, 0.041], [0.031, 0.006, 0.033], [0.062, 0.432, -0.190], [-0.116, -0.111, -0.240], [0.081, 0.048, 0.283], [-0.032, -0.017, 0.029], [0.026, 0.040, 0.041], [0.044, 0.022, 0.044], [0.013, 0.010, -0.154], [-0.005, -0.240, -0.007], [-0.041, 0.341, -0.007], [0.027, 0.020, -0.025], [0.015, 0.036, 0.002], [0.004, 0.046, 0.005], [-0.044, -0.323, 0.018], [0.053, 0.040, -0.199], [-0.069, -0.083, 0.233], [-0.050, -0.002, 0.012], [-0.017, -0.002, 0.026], [-0.015, -0.006, 0.026], [0.110, 0.045, -0.094]], "lumo_energy_ev": 0.18, "energy_ev": -52377.4002, "total_charge": 0}